This record from the Open Molecules 2025 dataset describes a molecular structure, C54H108NO16. The level of theory is the ωB97M-V functional and the def2-TZVPD basis.

Its HOMO energy is -2.827 eV. The energy above the lowest of the compared OMol25 structures with the same formula, charge and spin comes out at 1940.7 kcal per mole. Its total charge is -1.

Each line ends with the Löwdin charge.
Element x y z (Å)
1 C 2.245 0.666 1.547  -0.1680
2 C 0.828 0.596 1.185  -0.2672
3 C 0.690 1.883 0.295  -0.0922
4 C -0.602 1.924 -0.578  -0.1411
5 C -0.813 0.580 -1.313  -0.1298
6 C -0.657 -0.738 -0.483  -0.2173
7 N 0.525 -0.657 0.416  -0.0730
8 O 0.851 -1.900 1.176  -0.2383
9 C -0.513 -1.877 -1.593  -0.2760
10 C -2.015 -0.906 0.258  -0.0526
11 C -0.060 0.763 2.446  -0.0329
12 H 2.513 1.592 2.055  0.0786
13 H 2.871 0.510 0.669  0.0940
14 H 2.628 -0.145 2.167  0.0394
15 H 1.562 2.037 -0.339  0.0805
16 H 0.677 2.799 0.887  0.0282
17 H -0.552 2.774 -1.259  0.0686
18 H -1.400 2.052 0.153  0.0709
19 H -0.028 0.564 -2.069  0.0832
20 H -1.677 0.689 -1.968  -0.0406
21 H -0.464 -2.873 -1.154  0.0812
22 H 0.410 -1.756 -2.160  0.0687
23 H -1.281 -1.882 -2.367  0.0469
24 H -2.070 -0.358 1.199  0.1029
25 H -2.064 -1.922 0.649  0.0640
26 H -2.948 -0.764 -0.288  -0.0147
27 H -0.258 -0.147 3.012  0.0207
28 H -1.039 1.203 2.253  0.0915
29 H 0.469 1.391 3.163  0.0349
30 C -5.184 -0.928 -3.088  0.0097
31 C -4.093 0.057 -3.265  -0.3252
32 O -4.111 0.962 -4.125  0.0475
33 C -2.776 -0.177 -2.465  -0.0435
34 H -5.723 -1.173 -4.003  0.1101
35 H -5.892 -0.591 -2.331  0.0613
36 H -4.723 -1.843 -2.716  0.0628
37 H -2.491 -1.226 -2.536  0.0888
38 H -2.921 -0.026 -1.396  0.0971
39 H -2.045 0.600 -2.690  -0.0363
40 C 4.413 -0.360 1.055  -0.0847
41 C 4.315 -1.731 0.524  -0.3475
42 O 3.690 -1.931 -0.512  0.0740
43 C 5.085 -2.804 1.245  0.0052
44 H 3.633 -0.348 1.816  0.0555
45 H 4.162 0.449 0.368  -0.0155
46 H 5.327 -0.122 1.600  0.0805
47 H 4.647 -2.948 2.232  0.0895
48 H 6.168 -2.692 1.192  0.0804
49 H 4.980 -3.730 0.680  0.0771
50 C 2.697 1.591 4.105  -0.0101
51 C 3.460 0.338 3.917  -0.3946
52 O 2.981 -0.662 3.435  0.0609
53 C 4.914 0.289 4.316  0.0105
54 H 2.672 1.919 5.145  0.1433
55 H 1.676 1.417 3.763  0.0213
56 H 3.125 2.350 3.450  0.1011
57 H 5.089 0.448 5.380  0.0889
58 H 5.455 1.050 3.754  0.0570
59 H 5.407 -0.663 4.123  0.0877
60 C -2.836 3.151 -0.425  -0.0574
61 C -2.401 4.066 -1.546  -0.3839
62 O -2.534 5.301 -1.421  0.0354
63 C -1.893 3.392 -2.811  0.0087
64 H -2.400 3.437 0.532  -0.0798
65 H -2.444 2.143 -0.559  0.0625
66 H -3.908 3.083 -0.240  0.1210
67 H -2.307 3.916 -3.673  0.1162
68 H -2.173 2.339 -2.820  0.0540
69 H -0.804 3.431 -2.820  0.0526
70 C 1.672 4.168 0.692  -0.0581
71 C 0.650 4.462 -0.408  -0.3267
72 O -0.400 5.025 -0.138  0.0306
73 C 1.076 4.202 -1.838  -0.0317
74 H 2.668 4.244 0.256  0.1008
75 H 1.589 3.154 1.084  0.0166
76 H 1.605 4.881 1.514  0.1105
77 H 0.664 3.273 -2.235  0.0350
78 H 2.155 4.117 -1.970  0.0675
79 H 0.697 5.024 -2.445  0.1217
80 C 3.627 2.199 1.123  -0.1408
81 C 4.994 2.285 1.817  -0.4124
82 O 5.075 2.632 2.972  -0.0082
83 C 6.193 1.760 1.081  -0.0187
84 H 3.060 3.062 1.472  0.0888
85 H 3.289 1.184 1.330  -0.0614
86 H 3.736 2.267 0.041  0.0615
87 H 7.083 2.187 1.543  0.0863
88 H 6.188 2.032 0.025  0.0897
89 H 6.352 0.683 1.123  0.0694
90 C 2.915 2.491 -1.709  -0.0797
91 C 3.323 1.033 -1.338  -0.3353
92 O 4.409 0.813 -0.853  0.0048
93 C 2.425 -0.133 -1.657  0.0005
94 H 1.848 2.580 -1.506  0.0107
95 H 3.125 2.779 -2.739  0.1186
96 H 3.438 3.129 -0.998  0.0795
97 H 1.391 -0.024 -1.328  0.0759
98 H 2.860 -1.018 -1.193  0.0091
99 H 2.438 -0.398 -2.714  0.1125
100 C -1.234 -1.598 2.830  -0.0589
101 C -2.365 -2.645 2.841  -0.3357
102 O -2.766 -3.005 3.956  0.0039
103 C -2.891 -3.337 1.588  -0.0766
104 H -0.716 -1.595 3.788  0.0380
105 H -1.565 -0.589 2.582  0.0634
106 H -0.490 -1.893 2.090  0.0520
107 H -2.220 -3.909 0.947  -0.0031
108 H -3.385 -2.623 0.928  -0.0500
109 H -3.742 -3.908 1.957  0.1240
110 C -6.638 -0.905 -0.154  -0.0003
111 C -5.614 -1.938 -0.473  -0.4117
112 O -5.871 -2.831 -1.247  0.0085
113 C -4.177 -1.794 0.022  -0.0699
114 H -6.484 -0.065 -0.831  0.0764
115 H -6.657 -0.553 0.877  0.0959
116 H -7.616 -1.308 -0.420  0.0954
117 H -4.148 -1.975 1.096  0.1259
118 H -3.896 -0.742 -0.033  0.0958
119 H -3.496 -2.467 -0.499  0.0840
120 C -0.863 -0.591 6.177  0.0080
121 C -0.056 -0.078 5.009  -0.3535
122 O 0.453 -0.848 4.182  -0.0291
123 C 0.246 1.423 4.933  -0.0991
124 H -1.245 -1.582 5.933  0.0809
125 H -1.740 0.033 6.349  0.0856
126 H -0.386 -0.610 7.157  0.0843
127 H 0.100 1.787 5.950  0.1116
128 H -0.523 1.876 4.307  0.0546
129 H 1.199 1.663 4.461  -0.0675
130 C -0.170 -2.233 -3.449  -0.1375
131 C 1.320 -2.577 -3.336  -0.3872
132 O 1.930 -2.338 -2.331  0.0247
133 C 2.028 -3.188 -4.551  0.0104
134 H -0.385 -1.166 -3.499  0.0905
135 H -0.734 -2.769 -2.686  -0.0313
136 H -0.623 -2.635 -4.355  0.1167
137 H 1.713 -4.215 -4.732  0.0810
138 H 3.105 -3.286 -4.421  0.0809
139 H 1.811 -2.482 -5.353  0.0742
140 C -4.045 -4.427 -2.194  0.0052
141 C -2.898 -4.097 -1.267  -0.3415
142 O -2.745 -4.695 -0.190  -0.0622
143 C -1.864 -3.001 -1.628  -0.2089
144 H -4.280 -5.484 -2.073  0.0924
145 H -3.861 -4.208 -3.246  0.0841
146 H -4.899 -3.761 -2.071  0.0244
147 H -1.197 -3.365 -2.409  0.0958
148 H -1.302 -2.679 -0.751  0.0732
149 H -2.363 -2.087 -1.950  0.0772
150 C -0.976 0.847 -3.915  -0.0869
151 C 0.334 1.560 -4.018  -0.3230
152 O 1.082 1.768 -3.042  -0.0444
153 C 0.787 1.866 -5.452  0.0161
154 H -1.838 1.457 -4.186  0.0999
155 H -1.120 0.374 -2.944  -0.0044
156 H -0.977 0.011 -4.615  0.1236
157 H 1.875 1.906 -5.506  0.0849
158 H 0.442 2.836 -5.809  0.0855
159 H 0.379 1.174 -6.188  0.0798
160 C -1.314 3.861 1.271  -0.0638
161 C -1.060 3.377 2.695  -0.3795
162 O -1.857 2.665 3.244  0.0565
163 C 0.251 3.899 3.307  0.0201
164 H -2.400 3.870 1.179  0.1028
165 H -0.956 3.137 0.539  0.0416
166 H -0.855 4.832 1.086  0.0684
167 H 0.195 4.931 3.654  0.1100
168 H 1.031 3.705 2.571  0.0477
169 H 0.626 3.339 4.164  0.0621
170 C -0.590 -6.214 -1.154  -0.0064
171 C 0.153 -4.995 -0.761  -0.4225
172 O 0.940 -4.479 -1.506  0.1050
173 C -0.356 -4.354 0.567  0.0107
174 H -0.045 -6.774 -1.914  0.0846
175 H -1.517 -5.838 -1.587  0.0725
176 H -0.760 -6.862 -0.294  0.0945
177 H -0.005 -3.333 0.721  0.0529
178 H 0.012 -4.955 1.398  0.1206
179 H -1.443 -4.276 0.534  -0.0136